16 unconnected molecules or ions with the total composition C4H42NO16 at a distorted geometry. Source: the Open Molecules 2025 dataset; level of theory: wB97M-V/def2-TZVPD.

Structure (XYZ):
```
63
Properties=species:S:1:pos:R:3
O 2.39 1.35 -3.28
C 2.85 0.26 -2.51
C 1.76 -0.67 -1.82
N 1.54 -0.61 -0.33
C 2.77 -0.54 0.52
C 0.41 -0.56 -2.47
H 2.33 2.25 -2.89
H 3.39 0.68 -1.63
H 3.51 -0.20 -3.21
H 2.17 -1.66 -1.94
H 0.73 -0.02 0.02
H 1.21 -1.62 -0.15
H 3.62 -0.36 -0.12
H 3.06 -1.45 0.99
H 2.80 0.32 1.22
H 0.39 -0.27 -3.62
H -0.22 -1.40 -2.30
H -0.15 0.37 -2.24
H -0.78 1.47 2.32
H -1.44 2.75 2.83
O -0.61 2.26 2.87
H 0.48 -3.87 -0.44
H 1.40 -3.67 -1.58
O 1.30 -3.38 -0.66
H -2.06 -4.38 -0.15
H -3.51 -4.32 -0.13
O -2.79 -4.71 -0.66
H -0.27 -2.81 1.94
H -0.40 -3.00 0.28
O -0.79 -2.99 1.15
H -1.03 3.70 -0.83
H -2.44 3.30 -1.21
O -1.55 2.92 -1.05
H -2.84 -0.93 -1.18
H -3.31 -0.81 -2.58
O -2.54 -1.14 -2.07
H -2.45 3.21 1.16
H -3.43 3.98 2.22
O -2.56 3.92 1.80
H -1.98 0.79 4.79
H -1.02 0.16 5.70
O -1.83 -0.06 5.21
H 2.90 5.13 -1.40
H 3.44 4.30 -2.64
O 3.14 4.27 -1.73
H -2.72 -0.40 1.97
H -2.24 -1.77 1.27
O -2.41 -0.85 1.19
H -1.05 0.14 0.71
H -1.03 1.59 -0.02
O -0.61 0.98 0.60
H 1.20 4.34 1.76
H 0.54 3.00 1.91
O 1.35 3.42 1.50
H 0.01 -2.05 3.95
H 0.67 -3.50 3.85
O 0.59 -2.63 3.45
H -1.51 -4.05 -2.64
H -1.36 -5.50 -2.16
O -0.88 -4.64 -2.21
H 0.92 2.38 -1.96
H 1.33 3.16 -0.60
O 0.71 3.08 -1.34
```

Calculated values
net charge	+1
frontier orbital gap	10.513	eV
highest occupied orbital energy	-0.4785	hartree
E_tot	-39073.03317	eV
relative energy (zero: lowest compared OMol25 entry of this formula, charge and spin)	5.295	eV

These are the Mulliken partial charges, in e, on atoms 1 to 8:
1. O -0.547
2. C -0.372
3. C 0.392
4. N 0.911
5. C -1.004
6. C -0.913
7. H 0.227
8. H 0.216

A molecular structure, C40H64ClGeMgN6O2P3 at a distorted geometry. Source: the Open Molecules 2025 dataset; level of theory: wB97M-V/def2-TZVPD.

Structure (XYZ):
```
118
Properties=species:S:1:pos:R:3
Mg 0.80 1.12 -0.78
C 3.09 -1.44 2.25
C 3.67 -1.72 0.86
C 3.68 -3.23 0.63
P 2.71 -0.71 -0.38
C 1.36 -1.86 -1.01
N 0.25 -2.07 -0.05
Ge -0.72 -0.43 0.49
N -2.49 -0.34 -0.29
C -2.64 0.70 -1.32
P -1.17 0.57 -2.55
C -1.52 2.00 -3.72
C -1.22 3.30 -2.97
C -2.91 2.06 -4.34
C -1.58 -1.03 -3.47
C -0.85 -1.16 -4.81
C -3.08 -1.30 -3.68
C -3.54 -1.13 0.10
C -4.85 -0.95 -0.40
C -5.91 -1.73 0.02
C -5.71 -2.73 0.96
C -4.44 -2.92 1.47
C -3.36 -2.15 1.06
N -2.05 -2.42 1.63
C -1.31 -3.53 1.09
C -1.73 -4.82 1.39
C -1.08 -5.94 0.91
C 0.03 -5.77 0.10
C 0.46 -4.49 -0.22
C -0.18 -3.33 0.27
C -1.83 -2.06 3.01
C -2.30 -2.89 4.02
C -2.12 -2.59 5.36
C -1.44 -1.44 5.70
C -0.96 -0.59 4.72
C -1.14 -0.87 3.34
N -0.66 -0.03 2.38
C 0.08 1.15 2.80
P 0.51 2.37 1.43
C -0.98 3.55 1.36
C -1.76 3.82 2.65
C -0.61 4.86 0.67
C 1.84 3.34 2.43
C 2.65 4.35 1.62
C 1.33 4.06 3.68
C 4.01 -0.54 -1.93
C 3.39 0.31 -3.08
C 4.51 -1.88 -2.48
H 3.66 -1.97 3.02
H 2.04 -1.77 2.31
H 3.13 -0.37 2.47
H 4.69 -1.34 0.84
H 2.68 -3.64 0.76
H 4.32 -3.71 1.37
H 4.04 -3.52 -0.36
H 1.82 -2.78 -1.37
H 0.95 -1.39 -1.91
H -2.56 1.69 -0.84
H -3.59 0.70 -1.84
H -0.79 1.92 -4.53
H -1.92 3.45 -2.14
H -1.31 4.16 -3.65
H -0.20 3.29 -2.58
H -3.70 2.10 -3.59
H -3.08 1.22 -5.02
H -3.00 2.96 -4.96
H -1.23 -1.84 -2.82
H -1.18 -0.40 -5.52
H -1.05 -2.15 -5.25
H 0.22 -1.08 -4.68
H -3.57 -0.57 -4.32
H -3.60 -1.35 -2.73
H -3.20 -2.28 -4.16
H -5.08 -0.18 -1.12
H -6.89 -1.56 -0.39
H -6.54 -3.34 1.30
H -4.30 -3.70 2.21
H -2.60 -4.97 2.02
H -1.43 -6.93 1.16
H 0.55 -6.63 -0.29
H 1.33 -4.46 -0.86
H -2.83 -3.80 3.77
H -2.50 -3.26 6.13
H -1.29 -1.19 6.75
H -0.43 0.29 5.04
H 1.02 0.82 3.26
H -0.47 1.70 3.57
H -1.70 3.03 0.71
H -1.17 4.30 3.42
H -2.20 2.90 3.05
H -2.61 4.48 2.43
H 0.02 5.48 1.31
H -1.52 5.44 0.45
H -0.10 4.68 -0.28
H 2.54 2.56 2.76
H 2.04 5.18 1.27
H 3.11 3.89 0.76
H 3.45 4.76 2.25
H 0.70 4.92 3.42
H 2.17 4.46 4.25
H 0.77 3.39 4.35
H 4.87 0.01 -1.55
H 2.48 -0.31 -3.50
H 4.11 0.51 -3.91
H 3.06 1.32 -2.68
H 3.69 -2.50 -2.84
H 5.10 -2.42 -1.73
H 5.19 -1.69 -3.31
O 2.07 2.13 0.16
Cl 1.08 0.64 -3.33
N 4.55 3.18 -2.13
C 3.63 2.55 -1.35
N 4.01 2.25 -0.09
O 2.48 2.25 -1.88
H 5.45 3.43 -1.79
H 4.29 3.40 -3.07
H 4.93 2.51 0.26
H 3.16 1.68 0.61
```

Calculated values
net charge	-1
frontier orbital gap (spin up / spin down)	5.098 / 5.275	eV
highest occupied orbital energy (spin up / spin down)	-0.0971 / -0.1056	hartree
E_tot	-157899.88746	eV
2S+1	2
relative energy (zero: lowest compared OMol25 entry of this formula, charge and spin)	0.000	eV

These are the Mulliken partial charges, in e, on atoms 1 to 8:
1. Mg 2.099
2. C -1.089
3. C 0.435
4. C -1.649
5. P 0.653
6. C -0.976
7. N 0.682
8. Ge 0.164

A gas-phase ion, C9H20N3 (charge +1) at a distorted geometry. Source: the Open Molecules 2025 dataset; level of theory: wB97M-V/def2-TZVPD.

Structure (XYZ):
```
32
Properties=species:S:1:pos:R:3
C 3.17 -0.68 0.65
C -1.94 0.46 -1.11
C -1.31 -0.67 -0.26
C -2.63 -0.18 0.05
C -2.81 0.73 1.29
C -3.75 -1.21 -0.14
C 2.98 0.56 -1.59
C -0.05 -0.29 0.64
C 2.45 0.37 -0.18
N 2.55 -1.66 1.11
N 2.48 1.58 0.57
N 0.93 -0.19 -0.46
H 4.20 -0.40 0.92
H -1.80 1.51 -0.80
H -2.02 0.24 -2.17
H -1.13 -1.68 -0.71
H -1.96 1.42 1.35
H -2.90 0.30 2.24
H -3.63 1.36 1.15
H -4.47 -1.05 0.64
H -3.40 -2.15 -0.15
H -4.22 -0.83 -1.01
H 2.75 1.62 -1.76
H 2.56 -0.10 -2.36
H 4.02 0.32 -1.69
H 0.27 -1.16 1.20
H -0.03 0.72 1.20
H 3.08 -2.16 1.77
H 2.07 2.40 0.03
H 2.88 1.67 1.41
H 1.25 -1.14 -0.61
H 0.43 0.30 -1.22
```

Calculated values
net charge	+1
frontier orbital gap (spin up / spin down)	7.260 / 6.402	eV
highest occupied orbital energy (spin up / spin down)	-0.3587 / -0.4958	hartree
E_tot	-14113.91968	eV
2S+1	3
relative energy (zero: lowest compared OMol25 entry of this formula, charge and spin)	2.931	eV

These are the Mulliken partial charges, in e, on atoms 1 to 8:
1. C -0.851
2. C -1.321
3. C -0.433
4. C 1.684
5. C -1.904
6. C -1.641
7. C -1.356
8. C -0.508

A molecular structure, C7H16 at a distorted geometry. Source: the Open Molecules 2025 dataset; level of theory: wB97M-V/def2-TZVPD.

Structure (XYZ):
```
23
Properties=species:S:1:pos:R:3
C 2.39 -1.48 0.06
C 2.81 -0.26 -0.05
C -0.03 2.55 -0.41
C -0.57 1.52 0.50
C -0.91 0.19 -0.10
C -1.47 -0.85 0.69
C -1.96 -1.81 -0.48
H 1.54 -1.75 -0.41
H 3.14 -2.25 0.49
H 2.04 0.30 -0.48
H 3.76 0.16 0.16
H 0.65 2.22 -1.29
H -1.00 3.00 -0.82
H 0.52 3.45 0.03
H -1.45 1.96 1.06
H 0.07 1.48 1.52
H -1.52 0.43 -0.97
H 0.05 -0.13 -0.63
H -2.38 -0.45 1.21
H -0.83 -1.28 1.33
H -0.97 -1.94 -1.02
H -2.40 -3.10 -0.30
H -2.77 -1.32 -1.19
```

Calculated values
frontier orbital gap	11.500	eV
highest occupied orbital energy	-0.3801	hartree
E_tot	-7514.54661	eV
relative energy (zero: lowest compared OMol25 entry of this formula, charge and spin)	4.351	eV

These are the Mulliken partial charges, in e, on atoms 1 to 8:
1. C -0.348
2. C -0.427
3. C -1.226
4. C -0.339
5. C -0.261
6. C -0.314
7. C -0.952
8. H 0.251

C18H24N2O3S in the gas phase at a distorted geometry. Source: the Open Molecules 2025 dataset; level of theory: wB97M-V/def2-TZVPD.

Structure (XYZ):
```
48
Properties=species:S:1:pos:R:3
C 2.04 -1.26 -0.96
C 1.86 0.01 -1.78
C 0.87 -0.15 -2.94
C -0.58 0.23 -2.58
N -1.16 -0.63 -1.58
C -2.03 -1.62 -1.88
O -2.42 -1.85 -3.01
C -2.46 -2.40 -0.66
H -2.73 -1.73 0.15
H -3.28 -3.08 -0.91
S -1.04 -3.49 -0.12
O -1.57 -4.86 -0.12
C -1.07 -3.00 1.71
C -0.31 -1.75 1.91
C 0.84 -1.54 2.63
O 1.18 -0.24 2.47
C 0.25 0.30 1.67
N -0.66 -0.57 1.31
C 0.31 1.68 1.25
C -0.74 2.22 0.51
C -0.68 3.53 0.05
C 0.44 4.29 0.35
C 1.49 3.76 1.09
C 1.43 2.46 1.54
H 2.25 2.03 2.11
H 2.35 4.37 1.31
H 0.50 5.31 -0.01
C -1.81 4.12 -0.73
H -2.45 3.34 -1.14
H -2.42 4.75 -0.09
H -1.44 4.73 -1.55
H -1.61 1.61 0.31
C 1.69 -2.43 3.45
H 1.08 -3.06 4.09
H 2.30 -3.07 2.82
H 2.35 -1.83 4.07
H -0.60 -3.83 2.23
H -2.11 -2.91 2.00
H -0.91 -0.48 -0.60
H -1.20 0.14 -3.47
H -0.60 1.26 -2.22
H 1.17 0.49 -3.77
H 0.88 -1.18 -3.29
H 2.83 0.30 -2.18
H 1.52 0.82 -1.13
H 2.71 -1.09 -0.13
H 2.46 -2.05 -1.58
H 1.09 -1.62 -0.58
```

Calculated values
frontier orbital gap	8.644	eV
highest occupied orbital energy	-0.3151	hartree
E_tot	-39013.76499	eV
relative energy (zero: lowest compared OMol25 entry of this formula, charge and spin)	1.337	eV

These are the Mulliken partial charges, in e, on atoms 1 to 8:
1. C -1.028
2. C 0.125
3. C -0.845
4. C -0.731
5. N 0.602
6. C 0.703
7. O -0.700
8. C -0.793

C8H11N in the gas phase at a distorted geometry. Source: the Open Molecules 2025 dataset; level of theory: wB97M-V/def2-TZVPD.

Structure (XYZ):
```
20
Properties=species:S:1:pos:R:3
C 2.21 0.39 -0.23
C 0.80 -0.28 -0.30
C 0.67 -1.70 -0.75
C -0.32 0.46 -0.04
C -0.17 1.99 0.20
C -1.52 -0.16 0.44
C -1.64 -0.90 1.57
C -2.58 0.13 -0.51
H 2.61 0.37 0.80
H 2.33 1.33 -0.79
H 2.76 -0.28 -0.82
H 1.13 -2.38 -0.07
H -0.40 -2.13 -0.86
H 1.20 -1.80 -1.71
H 0.77 2.19 0.66
H -0.89 2.36 0.84
H -0.24 2.72 -0.70
H -2.68 -1.31 1.69
H -0.64 -1.25 1.93
N -3.42 0.23 -1.34
```

Calculated values
SMILES	C=C(C#N)C(C)=C(C)C
frontier orbital gap	9.280	eV
highest occupied orbital energy	-0.3311	hartree
E_tot	-9961.76373	eV
relative energy (zero: lowest compared OMol25 entry of this formula, charge and spin)	1.360	eV

These are the Mulliken partial charges, in e, on atoms 1 to 8:
1. C -1.559
2. C 0.735
3. C -1.372
4. C 0.743
5. C -1.583
6. C -0.021
7. C -0.684
8. C 0.213

2 unconnected molecules or ions with the total composition C20H39F5NO6S. Source: the Open Molecules 2025 dataset; level of theory: wB97M-V/def2-TZVPD.

Structure (XYZ):
```
72
Properties=species:S:1:pos:R:3
C -3.74 0.02 0.20
O -3.46 0.03 -1.19
C -3.71 -1.19 -1.87
C -2.88 -1.23 -3.16
C -1.47 -0.62 -3.11
C -0.35 -1.63 -2.84
C -0.33 -2.13 -1.39
C 0.74 -3.22 -1.22
C 1.10 -3.59 0.24
C 1.46 -5.07 0.45
S 0.60 -6.37 -0.45
O 1.53 -6.90 -1.41
O -0.09 -7.19 0.51
O 0.11 -3.14 1.18
C -0.98 -3.91 1.42
O -1.56 -3.86 2.45
C 2.33 -2.72 0.63
F 3.43 -3.19 0.00
F 2.14 -1.43 0.23
C 2.68 -2.62 2.15
F 2.59 -3.80 2.75
F 1.88 -1.77 2.77
F 3.93 -2.18 2.28
H -4.28 -0.88 0.51
H -4.35 0.90 0.44
H -2.80 0.09 0.77
H -4.77 -1.25 -2.13
H -3.50 -2.05 -1.22
H -2.81 -2.28 -3.48
H -3.45 -0.71 -3.94
H -1.28 -0.15 -4.08
H -1.44 0.17 -2.35
H -0.48 -2.48 -3.52
H 0.62 -1.17 -3.06
H -0.16 -1.30 -0.71
H -1.31 -2.57 -1.17
H 1.66 -2.90 -1.73
H 0.41 -4.09 -1.79
H 1.28 -5.34 1.50
H 2.51 -5.26 0.24
H -0.36 -5.70 -1.13
H -1.30 -4.52 0.56
C 0.08 2.13 2.66
C 0.34 3.55 2.22
N 1.57 3.76 1.35
C 2.78 3.36 2.15
C 1.74 5.24 1.07
C 0.68 5.94 0.23
C 1.61 2.90 0.09
C 0.44 2.95 -0.88
O -0.73 2.47 -0.27
C -1.96 3.09 -0.64
H 0.87 1.74 3.30
H -0.84 2.13 3.24
H -0.07 1.45 1.82
H 0.51 4.19 3.09
H -0.51 3.95 1.67
H 2.78 3.93 3.07
H 3.67 3.58 1.56
H 2.74 2.30 2.36
H 2.71 5.34 0.60
H 1.79 5.69 2.06
H 0.84 5.81 -0.83
H 0.76 7.01 0.43
H -0.34 5.65 0.48
H 1.74 1.88 0.43
H 2.52 3.21 -0.43
H 0.73 2.28 -1.70
H 0.30 3.94 -1.31
H -1.87 3.69 -1.54
H -2.31 3.73 0.18
H -2.69 2.30 -0.80
```

Calculated values
net charge	+1
frontier orbital gap	9.595	eV
highest occupied orbital energy	-0.4399	hartree
E_tot	-59561.98855	eV

These are the Mulliken partial charges, in e, on atoms 1 to 8:
1. C -0.828
2. O -0.295
3. C -0.584
4. C -0.889
5. C -0.031
6. C -1.023
7. C 0.939
8. C -2.035

3 unconnected molecules or ions with the total composition C13H37N3O4P3S2 at a distorted geometry. Source: the Open Molecules 2025 dataset; level of theory: wB97M-V/def2-TZVPD.

Structure (XYZ):
```
62
Properties=species:S:1:pos:R:3
O 1.43 1.74 3.69
P 1.84 3.12 2.65
O 2.25 4.40 3.80
P 3.78 2.65 1.68
N 4.19 1.71 3.14
C 5.56 1.47 3.22
S 7.02 0.52 3.18
P 2.93 0.92 0.63
O 3.39 1.08 -1.04
O 1.17 0.91 0.67
S 3.54 -0.79 1.44
H 1.95 1.87 4.56
H 1.87 4.15 4.71
H 3.35 3.53 0.59
H 5.05 2.38 1.04
H 4.40 3.82 2.31
H 2.57 1.48 -1.49
H 0.95 0.09 1.21
C -4.71 1.52 -1.00
C -3.50 1.38 -0.07
N -3.59 2.16 1.17
C -2.33 2.20 1.91
C -1.80 0.89 2.48
C -4.79 1.94 1.98
C -5.06 0.52 2.48
H -4.88 2.57 -1.26
H -4.54 0.96 -1.92
H -5.62 1.13 -0.55
H -2.63 1.71 -0.64
H -3.35 0.31 0.14
H -2.42 2.93 2.73
H -1.56 2.62 1.25
H -2.36 0.58 3.37
H -0.76 1.01 2.79
H -1.83 0.07 1.76
H -5.66 2.27 1.41
H -4.77 2.62 2.84
H -4.88 -0.24 1.72
H -6.10 0.43 2.79
H -4.45 0.29 3.36
C -0.03 -0.82 -2.25
C -0.04 -2.17 -2.96
N 1.22 -2.51 -3.62
C 1.11 -3.67 -4.51
C 0.79 -5.02 -3.87
C 2.42 -2.48 -2.77
C 2.44 -3.40 -1.55
H 0.23 -0.01 -2.93
H -1.03 -0.61 -1.84
H 0.67 -0.81 -1.40
H -0.83 -2.11 -3.73
H -0.35 -2.94 -2.25
H 2.04 -3.77 -5.09
H 0.34 -3.46 -5.26
H 1.66 -5.45 -3.37
H 0.50 -5.73 -4.65
H -0.04 -4.96 -3.16
H 2.57 -1.45 -2.43
H 3.30 -2.69 -3.39
H 1.49 -3.40 -1.01
H 3.21 -3.06 -0.85
H 2.68 -4.42 -1.83
```

Calculated values
net charge	-1
frontier orbital gap	6.729	eV
highest occupied orbital energy	-0.1515	hartree
E_tot	-76277.09389	eV
relative energy (zero: lowest compared OMol25 entry of this formula, charge and spin)	3.378	eV

These are the Mulliken partial charges, in e, on atoms 1 to 8:
1. O -0.587
2. P 0.316
3. O -0.507
4. P -0.496
5. N -0.220
6. C 0.023
7. S -0.228
8. P 0.477